Record 1
DFT (ωB97M-V with the def2-TZVPD basis set) results for a 4-piece molecular cluster, C44H26F5O10P overall at a distorted geometry.

Values from the calculation:
total energy = -3285.4309 Ha
maximum force = 0.1641 Eh/bohr
structure (SMILES) = O=C1c2ccccc2C(=O)c2ccccc21.O=C1c2ccccc2C(=O)c2ccccc21.O=C1c2ccccc2C(=O)c2ccccc21.O=P(O)(O)OC(F)(F)C(F)(F)F
relative energy (zero: lowest compared OMol25 entry of this formula, charge and spin) = 5.586 eV

Structure (ORCA input):
```
! RIJCOSX wB97M-V def2-TZVPD def2/J DEFGRID3
* xyz 0 1
O 0.23 -6.59 0.91
C 0.62 -5.43 1.06
C 0.00 -4.33 0.30
C -1.05 -4.60 -0.59
C -1.66 -3.56 -1.29
C -1.24 -2.25 -1.09
C -0.18 -1.97 -0.22
C 0.44 -3.02 0.47
C 1.57 -2.72 1.38
O 1.99 -1.58 1.50
C 2.17 -3.82 2.16
C 3.21 -3.55 3.05
C 3.77 -4.58 3.82
C 3.28 -5.88 3.69
C 2.25 -6.16 2.79
C 1.70 -5.13 2.02
H -1.39 -5.63 -0.74
H -2.48 -3.77 -1.98
H -1.72 -1.43 -1.63
H 0.15 -0.95 -0.08
H 3.59 -2.53 3.16
H 4.58 -4.36 4.51
H 3.71 -6.68 4.30
H 1.88 -7.18 2.70
O -3.55 12.04 5.28
C -3.14 11.44 4.29
C -3.57 11.85 2.93
C -4.44 12.94 2.78
C -4.82 13.35 1.50
C -4.34 12.69 0.38
C -3.49 11.59 0.53
C -3.11 11.17 1.81
C -2.22 10.00 1.96
O -1.86 9.36 0.98
C -1.78 9.60 3.31
C -0.91 8.51 3.46
C -0.45 8.15 4.73
C -0.86 8.88 5.85
C -1.74 9.95 5.71
C -2.20 10.31 4.43
H -4.82 13.47 3.65
H -5.49 14.20 1.39
H -4.62 13.02 -0.62
H -3.12 11.07 -0.35
H -0.58 7.94 2.59
H 0.22 7.31 4.85
H -0.50 8.60 6.84
H -2.06 10.51 6.58
O -0.96 -10.95 -5.48
C -0.24 -9.99 -5.23
C -0.16 -9.45 -3.86
C -0.90 -10.05 -2.84
C -0.81 -9.57 -1.53
C 0.03 -8.49 -1.24
C 0.76 -7.88 -2.26
C 0.66 -8.36 -3.58
C 1.42 -7.69 -4.65
O 2.10 -6.70 -4.41
C 1.36 -8.25 -6.02
C 2.11 -7.64 -7.04
C 2.08 -8.18 -8.33
C 1.32 -9.31 -8.60
C 0.56 -9.91 -7.59
C 0.58 -9.37 -6.30
H -1.56 -10.89 -3.05
H -1.38 -10.04 -0.73
H 0.11 -8.12 -0.22
H 1.41 -7.04 -2.03
H 2.71 -6.76 -6.84
H 2.67 -7.72 -9.13
H 1.30 -9.74 -9.61
H -0.04 -10.79 -7.81
O -0.22 1.34 1.98
P 0.76 2.30 1.14
O 0.50 1.83 -0.55
O 2.39 1.84 1.51
O 0.36 3.97 1.25
C 1.47 4.86 1.58
F 0.82 6.18 1.93
F 2.20 4.49 2.85
C 2.48 5.22 0.33
F 1.75 6.03 -0.70
F 3.63 5.99 0.93
F 3.07 4.06 -0.36
H 1.09 2.49 -1.05
H 2.64 1.99 2.47
*
```

***

Record 2
DFT (ωB97M-V with the def2-TZVPD basis set) results for a 2-piece molecular cluster, C4H12 overall at a distorted geometry.

Values from the calculation:
total energy = -159.5236 Ha
maximum force = 0.1284 Eh/bohr
structure (SMILES) = CC.CC
relative energy (zero: lowest compared OMol25 entry of this formula, charge and spin) = 1.671 eV

Structure (ORCA input):
```
! RIJCOSX wB97M-V def2-TZVPD def2/J DEFGRID3
* xyz 0 1
C 0.49 -1.34 -1.09
C -0.98 -1.55 -1.57
H 1.11 -1.54 -1.99
H 0.63 -0.32 -0.78
H 0.92 -1.94 -0.26
H -1.79 -1.44 -0.77
H -1.09 -2.59 -1.80
H -1.47 -0.85 -2.32
C -0.39 1.73 1.28
C 1.00 1.23 1.40
H -0.74 2.21 2.28
H -0.62 2.25 0.35
H -1.28 1.08 1.03
H 1.53 1.92 1.86
H 1.70 0.95 0.50
H 0.97 0.20 1.89
*
```

***

Record 3
DFT (ωB97M-V with the def2-TZVPD basis set) results for one molecule with the formula C15H17N3O.

Values from the calculation:
total energy = -821.3391 Ha
maximum force = 0.0108 Eh/bohr
structure (SMILES) = CCc1ccccc1NC(=O)NCc1cccnc1
relative energy (zero: lowest compared OMol25 entry of this formula, charge and spin) = 0.563 eV

Structure (ORCA input):
```
! RIJCOSX wB97M-V def2-TZVPD def2/J DEFGRID3
* xyz 0 1
C 1.00 1.86 1.82
C 0.41 0.75 0.96
C 1.16 -0.54 1.17
C 1.09 -1.18 2.40
C 1.83 -2.31 2.68
C 2.69 -2.82 1.72
C 2.77 -2.21 0.48
C 2.00 -1.09 0.18
N 2.10 -0.52 -1.10
C 1.10 -0.40 -2.04
O 1.31 0.11 -3.12
N -0.10 -0.96 -1.69
C -1.31 -0.62 -2.41
C -2.04 0.50 -1.70
C -3.12 0.26 -0.87
C -3.70 1.32 -0.18
C -3.16 2.58 -0.36
N -2.13 2.82 -1.15
C -1.59 1.81 -1.81
H 0.95 1.61 2.88
H 2.05 2.02 1.57
H 0.46 2.79 1.66
H 0.46 1.06 -0.08
H -0.64 0.61 1.22
H 0.43 -0.78 3.15
H 1.75 -2.79 3.64
H 3.30 -3.69 1.93
H 3.43 -2.61 -0.28
H 3.02 -0.40 -1.48
H -0.21 -1.29 -0.74
H -1.94 -1.51 -2.48
H -1.00 -0.30 -3.40
H -3.51 -0.75 -0.75
H -4.54 1.16 0.47
H -3.57 3.44 0.16
H -0.75 2.06 -2.45
*
```

***

Record 4
DFT (ωB97M-V with the def2-TZVPD basis set) results for C7H19BrMnNO3 as an isolated structure at a distorted geometry.

Values from the calculation:
total energy = -4283.3943 Ha
expectation value of S² = 8.7559
maximum force = 0.0302 Eh/bohr
relative energy (zero: lowest compared OMol25 entry of this formula, charge and spin) = 0.000 eV

Structure (ORCA input):
```
! RIJCOSX wB97M-V def2-TZVPD def2/J DEFGRID3
* xyz 1 6
Mn 0.40 0.35 0.31
Br -0.85 2.46 -0.11
C -2.64 -0.79 0.04
O -1.26 -1.03 0.33
C -0.73 -2.25 -0.20
C 0.54 -2.59 0.55
N 1.53 -1.48 0.63
C 2.58 -1.57 -0.42
C 2.09 -1.11 -1.78
O 1.15 -0.07 -1.61
C 0.67 0.49 -2.84
H -3.24 -1.48 0.65
H -2.86 -0.86 -1.02
H -2.87 0.20 0.43
H -0.65 -2.21 -1.29
H -1.45 -3.06 -0.04
H 0.96 -3.50 0.10
H 0.24 -2.86 1.57
H 2.04 -1.61 1.49
H 2.96 -2.59 -0.49
H 3.44 -0.97 -0.12
H 1.63 -1.97 -2.30
H 2.92 -0.81 -2.42
H -0.27 0.99 -2.65
H 0.47 -0.31 -3.56
H 1.39 1.18 -3.28
C -1.38 4.55 3.36
O -1.32 5.18 2.10
H -0.43 4.11 3.66
H -1.62 5.30 4.11
H -2.16 3.78 3.40
H -1.28 4.53 1.40
*
```

***

Record 5
DFT (ωB97M-V with the def2-TZVPD basis set) results for C4H3O6Tb as an isolated structure at a distorted geometry.

Values from the calculation:
total energy = -1429.7505 Ha
expectation value of S² = 16.7757
maximum force = 0.1249 Eh/bohr
relative energy (zero: lowest compared OMol25 entry of this formula, charge and spin) = 0.161 eV

Structure (ORCA input):
```
! RIJCOSX wB97M-V def2-TZVPD def2/J DEFGRID3
* xyz 1 8
O 1.00 0.27 0.33
C -0.25 0.29 0.32
O -2.25 -0.82 1.21
C -2.76 -1.31 0.12
C -0.81 -0.74 1.30
O -2.05 -1.88 -0.77
O -4.02 -1.23 -0.05
H -0.38 -1.74 1.15
H -0.62 -0.42 2.34
Tb -4.02 -2.31 -2.09
O 4.56 1.86 -0.59
C 3.34 2.33 -0.78
O 3.04 3.30 -1.42
H 5.22 2.40 -1.06
*
```

***

Record 6
DFT (ωB97M-V with the def2-TZVPD basis set) results for a 2-piece molecular cluster, C2H4ClP overall at a distorted geometry.

Values from the calculation:
total energy = -879.9590 Ha
expectation value of S² = 2.0068
maximum force = 0.1108 Eh/bohr
relative energy (zero: lowest compared OMol25 entry of this formula, charge and spin) = 2.564 eV

Structure (ORCA input):
```
! RIJCOSX wB97M-V def2-TZVPD def2/J DEFGRID3
* xyz 0 3
C -1.22 -0.43 -0.33
C 0.02 -0.86 0.35
P -0.55 -1.39 -1.49
Cl 1.19 2.17 -0.56
H 1.58 2.25 0.70
H -1.98 0.25 0.03
H 0.98 -0.37 0.23
H -0.02 -1.63 1.09
*
```

***

Question: Which formula does entry 4 have?
Answer: C7H19BrMnNO3

***

Question: Which value of total energy does entry 1 give?
Answer: -3285.4309 Ha

***

Question: Which formula does entry 4 have?
Answer: C7H19BrMnNO3